[1]
Molecular formula: C14H21NO4
Method: DFT, wB97M-V/def2-TZVPD

The value obtained for the lowest unoccupied orbital energy is 0.73 eV. The SMILES is CCOCCN(C(=O)COC)c1cccc(OC)c1. The relative energy (zero: lowest compared OMol25 entry of this formula, charge and spin) comes out at 3.643 eV. The calculation puts the HOMO energy at -8.62 eV.

```
! wB97M-V def2-TZVPD RIJCOSX def2/J DEFGRID3
* xyz 0 1
C -4.31 -1.37 -1.19
C -4.32 -0.09 -0.34
O -3.57 0.96 -0.91
C -2.17 0.86 -0.79
C -1.66 1.34 0.58
N -0.24 1.06 0.73
C 0.64 2.08 0.64
O 0.29 3.23 0.45
C 2.12 1.74 0.83
O 2.77 1.48 -0.40
C 2.97 2.65 -1.17
C 0.12 -0.31 0.83
C -0.37 -1.08 1.88
C -0.04 -2.43 1.95
C 0.79 -3.00 1.00
C 1.29 -2.22 -0.05
O 2.11 -2.86 -0.92
C 2.71 -2.10 -1.95
C 0.93 -0.88 -0.14
H -3.33 -1.82 -1.21
H -4.62 -1.14 -2.20
H -5.01 -2.09 -0.76
H -5.34 0.30 -0.28
H -3.97 -0.32 0.67
H -1.83 -0.17 -0.96
H -1.76 1.50 -1.58
H -2.21 0.84 1.38
H -1.80 2.42 0.67
H 2.59 2.59 1.34
H 2.25 0.83 1.44
H 3.64 3.34 -0.66
H 2.03 3.16 -1.39
H 3.43 2.31 -2.11
H -1.00 -0.64 2.64
H -0.42 -3.03 2.76
H 1.06 -4.04 1.05
H 3.27 -1.25 -1.54
H 1.97 -1.73 -2.66
H 3.40 -2.77 -2.45
H 1.29 -0.26 -0.94
*
```



[2]
Molecular formula: C14H21NPTc
Method: DFT, wB97M-V/def2-TZVPD

The value obtained for the lowest unoccupied orbital energy (spin up / spin down) is -3.44 / -4.03 eV. The relative energy (zero: lowest compared OMol25 entry of this formula, charge and spin) comes out at 0.000 eV. The calculation puts the HOMO energy (spin up / spin down) at -10.62 / -11.43 eV.

```
! wB97M-V def2-TZVPD RIJCOSX def2/J DEFGRID3
* xyz 1 4
C -1.18 2.16 -2.54
Tc 0.41 0.14 -2.26
N 1.54 -1.06 -3.53
H -0.61 -0.42 -3.31
H 2.51 -0.76 -3.52
H -1.12 1.17 -2.96
H -1.11 2.71 -3.48
H -0.33 2.47 -1.88
H -2.14 2.23 -2.02
H 1.57 -2.05 -3.31
H 1.28 -1.04 -4.52
C -2.27 -0.59 -0.21
P -0.46 -0.23 -0.33
C -0.23 1.23 0.79
C 1.07 1.76 0.84
C 1.29 2.94 1.55
C 0.23 3.58 2.21
C -1.05 3.03 2.15
C -1.29 1.86 1.43
C 0.28 -1.59 0.67
C 0.01 -1.67 2.05
C 0.52 -2.75 2.78
C 1.29 -3.73 2.15
C 1.54 -3.64 0.78
C 1.03 -2.58 0.03
H -2.90 0.18 -0.68
H -2.46 -0.66 0.87
H -2.44 -1.56 -0.71
H 1.89 1.28 0.30
H 2.29 3.37 1.57
H 0.40 4.51 2.75
H -1.89 3.53 2.64
H -2.30 1.45 1.36
H -0.62 -0.92 2.54
H 0.28 -2.81 3.84
H 1.67 -4.57 2.73
H 2.12 -4.41 0.27
H 1.19 -2.55 -1.05
*
```



[3]
Molecular formula: C14H21S
Method: DFT, wB97M-V/def2-TZVPD

The value obtained for the lowest unoccupied orbital energy is -4.00 eV. The calculation puts the HOMO energy at -12.60 eV.

```
! wB97M-V def2-TZVPD RIJCOSX def2/J DEFGRID3
* xyz 1 1
C -1.93 0.54 3.22
C -1.40 1.75 2.46
C 0.05 1.64 2.02
S 0.51 0.18 1.03
C -0.22 -1.05 2.22
C -1.68 -0.80 2.54
H -1.46 0.52 4.21
H -3.01 0.67 3.41
H -2.05 1.98 1.61
H -1.44 2.61 3.14
H 0.39 2.52 1.48
H 0.70 1.51 2.90
H -0.04 -2.05 1.82
H 0.42 -0.89 3.09
H -2.01 -1.59 3.23
H -2.30 -0.90 1.64
C 0.78 1.97 -1.33
C 0.17 0.60 -1.03
C -1.34 0.61 -1.11
C 0.89 -0.52 -1.77
C 0.17 -1.55 -2.39
C 0.82 -2.50 -3.19
C 2.21 -2.49 -3.31
C 2.94 -1.52 -2.61
C 2.29 -0.56 -1.83
H 1.82 2.02 -0.98
H 0.73 2.14 -2.42
H 0.23 2.78 -0.85
H -1.76 -0.37 -0.88
H -1.80 1.33 -0.42
H -1.65 0.89 -2.12
H -0.91 -1.60 -2.28
H 0.23 -3.26 -3.70
H 2.72 -3.26 -3.88
H 4.03 -1.52 -2.66
H 2.88 0.16 -1.25
*
```